ORCA calculation (ωB97M-V/def2-TZVPD) on a cluster of 7 separate species, C11H31F6N2O13S4 in total.

Atoms and positions in Å:
N: 0.303 -1.206 3.821
H: -0.143 -2.098 3.660
H: -0.345 -0.439 3.930
H: 0.922 -0.991 3.052
H: 0.889 -1.299 4.638
N: -0.532 -1.063 0.465
H: -0.762 -0.604 -0.405
H: 0.451 -1.282 0.531
H: -1.139 -1.842 0.677
H: -0.728 -0.437 1.233
C: 0.436 -5.812 1.871
F: 1.663 -5.204 1.880
F: 0.418 -6.561 0.713
F: 0.283 -6.627 3.007
S: -0.930 -4.446 1.781
O: -2.103 -5.227 2.010
O: -0.606 -3.445 2.823
O: -0.890 -3.909 0.397
C: -3.939 1.700 1.390
F: -5.133 1.136 1.129
F: -3.245 1.859 0.262
F: -4.136 2.815 1.978
S: -2.934 0.538 2.568
O: -1.470 0.707 2.395
O: -3.318 0.834 3.921
O: -3.410 -0.818 2.151
C: 4.239 -0.637 1.102
C: 2.862 -0.148 0.844
C: 2.565 0.082 -0.684
O: 1.853 -0.665 1.628
H: 4.609 -0.381 2.094
H: 4.948 -0.325 0.334
H: 4.145 -1.722 1.135
H: 3.019 0.899 1.106
H: 1.817 0.860 -0.835
H: 2.102 -0.842 -1.032
H: 3.508 0.139 -1.227
O: -1.350 5.514 2.416
S: -0.924 6.309 1.316
O: -0.211 7.590 1.546
O: -0.186 5.402 0.157
C: -0.528 3.990 -0.033
C: 0.592 3.059 0.494
C: -2.368 6.701 0.313
H: -0.622 3.921 -1.117
H: -1.474 3.650 0.389
H: 1.547 3.520 0.239
H: 0.494 2.073 0.040
H: 0.541 3.112 1.581
H: -3.250 6.081 0.476
H: -2.134 6.860 -0.739
H: -2.697 7.661 0.712
O: -0.964 -0.293 -2.206
S: -0.360 -0.662 -3.511
O: 0.009 0.267 -4.557
O: 0.889 -1.821 -3.329
C: 1.788 -1.879 -4.438
C: 2.228 -3.280 -4.632
C: -1.603 -1.740 -4.328
H: 2.670 -1.307 -4.148
H: 1.439 -1.417 -5.361
H: 2.723 -3.317 -5.603
H: 1.392 -3.974 -4.727
H: 2.768 -3.800 -3.841
H: -2.193 -2.257 -3.571
H: -1.243 -2.482 -5.040
H: -2.238 -1.017 -4.840

Values from the calculation:
- ⟨S²⟩: 0.76
- DFT total energy: -3717.14786 hartree
- Frontier orbital gap (alpha / beta): 9.274 / 5.426 eV
- Multiplicity: 2
- Maximum force: 4.17 eV Å⁻¹
- E_HOMO (alpha / beta): -9.52 / -9.52 eV
- Charge: 0